Formula: C4H11NO
Source: the Open Molecules 2025 dataset
Level of theory: the ωB97M-V functional and the def2-TZVPD basis

Properties
HOMO level in eV: -8.58
Frontier orbital gap in eV: 9.59
Multiplicity: 1
SMILES: C=CO.CCN
Energy relative to the best compared isomer or geometry (same formula, charge and spin) in kcal/mol: 81.81

Atoms and positions in Å:
C  -0.7390  -2.5361  0.4154
C  -0.0875  -2.3573  -0.7201
O  0.1258  -1.2204  -1.4316
H  -0.3516  -3.0823  1.3541
H  -1.5976  -1.8267  0.7127
H  0.1644  -3.3225  -1.2861
H  -0.4742  -0.5495  -0.8645
C  -0.4294  2.6965  1.0264
C  0.3979  1.4347  0.9789
N  0.6730  1.3430  -0.4763
H  -0.8686  2.7728  2.0029
H  0.2217  3.5360  0.7249
H  -1.3542  2.7389  0.3775
H  1.3028  1.3691  1.5893
H  -0.0918  0.4628  1.2105
H  1.3512  0.5748  -0.6013
H  1.1282  2.2611  -0.6370


Formula: C4H11NO
Source: the Open Molecules 2025 dataset
Level of theory: the ωB97M-V functional and the def2-TZVPD basis

Properties
HOMO level in eV: -9.90
Frontier orbital gap in eV: 10.73
Multiplicity: 1
SMILES: CC(N)=O.CC
Energy relative to the best compared isomer or geometry (same formula, charge and spin) in kcal/mol: 7.48

Atoms and positions in Å:
C  0.2366  1.8909  1.0461
C  0.6821  1.4758  -0.3327
N  1.9906  1.7123  -0.6041
O  -0.1140  1.1286  -1.1845
H  0.9026  1.5688  1.8455
H  -0.7711  1.5362  1.2448
H  0.1896  2.9779  1.0341
H  2.5026  1.4225  -1.4190
H  2.6167  1.9002  0.1636
C  -1.5768  -1.7981  -0.7623
C  -0.5259  -2.1532  0.2955
H  -2.5431  -1.7575  -0.2534
H  -1.4348  -0.7924  -1.1477
H  -1.6036  -2.5159  -1.5797
H  0.0990  -1.2776  0.4891
H  0.2762  -2.8131  -0.0554
H  -0.9268  -2.5054  1.2201